Entry 1:
# C16H36O25S4V

A molecular structure, C16H36O25S4V (ωB97M-V/def2-TZVPD, the OMol25 dataset).

Structure (ORCA input):
```
! wB97M-V def2-TZVPD RIJCOSX def2/J DEFGRID3
* xyz -2 2
O -23.68918 7.18006 -5.17236
V -22.53829 7.75118 -4.28627
O -19.62853 9.32467 -6.49255
C -19.87017 8.08916 -6.07031
O -21.05815 7.78321 -5.84687
O -18.93830 7.34483 -5.79708
H -18.68920 9.18003 -6.62798
O -23.10313 8.43316 -0.70100
C -23.98750 7.74864 -1.33349
O -25.01446 7.37812 -0.73633
O -23.94716 7.57809 -2.55863
H -23.66601 8.49946 0.07384
O -21.32040 3.65358 -3.63185
C -20.80878 4.84994 -3.64739
O -21.60980 5.78843 -3.80217
O -19.62967 5.02826 -3.69738
H -22.22600 3.94062 -3.77006
O -20.52159 8.96348 -1.06971
C -20.32003 9.12320 -2.34412
O -21.32938 9.01817 -3.06094
O -19.16414 9.42808 -2.76730
H -21.47464 8.99543 -1.18047
O -28.82836 9.82114 -2.61771
S -27.96573 8.64559 -2.83801
O -27.58159 7.77563 -1.71188
O -28.77753 7.66927 -3.83552
C -29.33984 8.15915 -5.04076
C -30.51538 7.26767 -5.33280
C -26.51426 9.14269 -3.80788
H -28.62706 8.13275 -5.86498
H -29.59450 9.21880 -5.06019
H -31.30632 7.66705 -5.96763
H -31.01620 7.12346 -4.37547
H -30.15261 6.28132 -5.62196
H -25.81726 9.57547 -3.09024
H -26.91047 9.83827 -4.54767
H -26.09076 8.21176 -4.18486
O -23.12458 6.83286 -7.87898
S -22.96261 7.17093 -9.27591
O -23.01147 6.11299 -10.26751
O -24.08879 8.35272 -9.63739
C -24.00623 9.50003 -8.89579
C -25.36340 9.85095 -8.34317
C -21.27808 8.07140 -9.52343
H -23.82149 10.22625 -9.68736
H -23.20100 9.67779 -8.18297
H -25.95986 10.03988 -9.23571
H -25.44366 10.71410 -7.68239
H -25.67223 8.95740 -7.80069
H -20.54692 7.31506 -9.80884
H -21.12656 8.74367 -8.67892
H -21.48288 8.80103 -10.30688
O -24.78481 4.62904 -4.09991
S -26.18747 4.74120 -3.75957
O -26.60314 5.53131 -2.53296
O -26.98341 5.28592 -5.09182
C -26.78380 4.82980 -6.41454
C -27.40200 5.88479 -7.26830
C -26.92484 3.11187 -3.56492
H -27.42279 3.95228 -6.51323
H -25.75049 4.59976 -6.67427
H -28.44977 5.78078 -6.98642
H -27.34685 5.75251 -8.34884
H -27.11560 6.91254 -7.04513
H -27.85095 3.25463 -3.00812
H -26.23178 2.48306 -3.00602
H -27.10225 2.67927 -4.54954
O -23.43033 9.84166 -4.85309
S -23.41919 11.25156 -5.17314
O -22.97386 11.64873 -6.48536
O -24.90425 11.92291 -4.72641
C -25.30363 13.22018 -5.18297
C -26.10730 13.80614 -3.99501
C -22.26098 12.05120 -4.02725
H -25.84096 13.14422 -6.12827
H -24.52814 13.97048 -5.33714
H -26.65738 14.67308 -4.36097
H -25.52911 14.13396 -3.13111
H -26.75406 12.95805 -3.77021
H -21.32185 11.50248 -3.95626
H -22.86803 12.06836 -3.12210
H -22.07621 13.04988 -4.42299
*
```

Results
HOMO (alpha / beta): -2.14 / -2.14 eV


Entry 2:
# C16H36O5P2S

A molecular structure, C16H36O5P2S (ωB97M-V/def2-TZVPD, the OMol25 dataset).

Structure (ORCA input):
```
! wB97M-V def2-TZVPD RIJCOSX def2/J DEFGRID3
* xyz 0 1
C 0.62271 -1.99951 5.03893
C -0.27814 -2.60524 3.94736
C -0.51012 -1.68203 2.74518
C 0.57459 -1.76369 1.66512
C 1.89022 -1.01795 1.93544
C 1.77545 0.49119 2.20297
C 1.71194 1.33837 0.92160
C 0.27062 1.61455 0.46925
C -0.31009 2.86889 1.11546
C -1.82346 3.06865 0.94825
C -2.70153 1.81937 1.11707
C -3.01340 0.98932 -0.14787
C -2.68737 -0.51146 -0.03246
C -2.22535 -1.23402 -1.30277
C -1.03138 -0.61952 -2.02946
C -0.85650 -1.24097 -3.40757
O 0.54152 -1.31764 -3.80279
P 1.36125 -0.03902 -4.16375
O 1.63761 0.98689 -3.16588
O 0.49467 0.49304 -5.42428
O 1.04774 1.74007 -5.87948
O 2.65641 -0.70588 -4.81347
P 4.17044 -0.08547 -4.64513
S 5.24105 -0.70705 -3.19857
H 1.19762 -1.15691 4.65123
H 0.03429 -1.62249 5.87600
H 1.33324 -2.72528 5.43502
H 0.16781 -3.53433 3.58344
H -1.24423 -2.86251 4.38454
H -1.46589 -1.93627 2.27785
H -0.62059 -0.65582 3.11027
H 0.82143 -2.82218 1.52867
H 0.15647 -1.43405 0.70802
H 2.40360 -1.50138 2.77099
H 2.53027 -1.15758 1.05969
H 0.87599 0.70299 2.78936
H 2.61965 0.80155 2.82156
H 2.24385 0.82575 0.11763
H 2.22203 2.29202 1.08293
H 0.24499 1.73591 -0.61594
H -0.33950 0.74319 0.71876
H -0.05654 2.90568 2.18010
H 0.20864 3.71741 0.65765
H -2.03383 3.55296 -0.01057
H -2.14713 3.78239 1.71057
H -2.25499 1.16707 1.87561
H -3.64700 2.15272 1.54964
H -4.08792 1.06928 -0.32945
H -2.54228 1.43991 -1.02438
H -3.59411 -1.02806 0.29480
H -1.95834 -0.67831 0.76509
H -1.94565 -2.25337 -1.01892
H -3.06919 -1.33321 -1.99537
H -1.13651 0.46190 -2.11830
H -0.11117 -0.78914 -1.46495
H -1.19462 -2.27571 -3.42171
H -1.39658 -0.69775 -4.18352
H 0.68422 2.36034 -5.22025
H 4.62719 -0.41489 -5.92313
H 3.91589 1.28731 -4.71607
*
```

Results
HOMO: -9.26 eV


Entry 3:
# C16H37AsBaBr3F6N3O7P

A molecular structure, C16H37AsBaBr3F6N3O7P (ωB97M-V/def2-TZVPD, the OMol25 dataset).

Structure (ORCA input):
```
! wB97M-V def2-TZVPD RIJCOSX def2/J DEFGRID3
* xyz 1 1
Ba -12.12235 -21.22096 9.29134
As -7.83580 -21.85278 9.93198
F -7.51868 -21.35187 8.31974
F -9.55993 -21.50121 9.62477
F -8.33263 -22.26179 11.54746
F -6.18874 -22.14938 10.24922
F -7.67614 -20.20550 10.45959
F -8.08447 -23.47085 9.45078
C -11.68207 -25.05707 10.32034
O -11.77217 -23.88355 9.93794
N -11.20032 -25.44659 11.48290
C -11.19054 -26.84455 11.84803
C -10.60464 -24.50791 12.40209
H -12.07848 -25.88032 9.71367
H -10.23311 -27.20163 12.22808
H -11.49366 -27.51228 11.04598
H -11.88774 -26.99230 12.68052
H -11.16267 -23.56963 12.37323
H -10.72214 -24.83190 13.43740
H -9.55037 -24.30740 12.21969
C -10.75748 -20.22697 12.70632
O -11.56138 -20.30753 11.75823
N -10.80779 -19.26653 13.60460
C -9.77129 -19.12618 14.62213
C -11.83720 -18.23984 13.54739
H -9.87729 -20.87673 12.74536
H -9.00135 -18.39540 14.36767
H -9.16836 -20.03224 14.72045
H -10.23174 -18.91712 15.58358
H -12.82748 -18.68729 13.52816
H -11.80766 -17.59857 14.42624
H -11.61577 -17.58295 12.70431
C -11.11701 -17.58944 9.22960
O -11.16482 -18.82209 9.36587
N -10.21269 -16.82759 9.81158
C -10.18760 -15.38099 9.63675
C -9.15501 -17.40904 10.62334
H -11.73230 -17.03420 8.50889
H -9.35596 -15.07293 9.00488
H -10.08689 -14.93530 10.62653
H -11.13459 -15.05177 9.21465
H -9.21595 -17.06319 11.65784
H -9.23422 -18.49092 10.60538
H -8.19528 -17.09198 10.21595
C -6.98244 -18.32729 6.50713
Br -5.60527 -18.12819 5.19570
Br -8.78115 -18.45780 5.84940
Br -6.84860 -16.91682 7.83306
H -6.79191 -19.26575 7.01066
C -3.31671 -17.31453 17.52528
C -4.62912 -17.55594 16.82582
O -4.35113 -18.06429 15.51379
P -5.25037 -17.64057 14.29444
O -6.69150 -17.53581 14.53072
O -4.60990 -16.28166 13.78279
C -5.28231 -15.03463 13.90610
C -4.25559 -13.95243 14.22924
O -4.77190 -18.70840 13.28075
C -5.36261 -18.80804 11.96247
C -4.72676 -17.78486 11.03145
H -3.43796 -17.26633 18.61290
H -2.58281 -18.12116 17.48096
H -2.86317 -16.39921 17.14679
H -5.24235 -18.25270 17.40537
H -5.25544 -16.66046 16.80123
H -5.93290 -14.82030 13.06082
H -5.92357 -15.01174 14.79707
H -4.67372 -13.00896 14.58341
H -3.55291 -14.27353 14.99590
H -3.70654 -13.68975 13.31930
H -5.07838 -19.79642 11.61606
H -6.44258 -18.69503 12.04104
H -3.65606 -17.83017 11.23795
H -4.94999 -18.00110 9.98850
H -5.01362 -16.74594 11.20926
*
```

Results
HOMO: -12.05 eV


Entry 4:
# C16H37BrGaIN3O8

A molecular structure, C16H37BrGaIN3O8 (ωB97M-V/def2-TZVPD, the OMol25 dataset).

Structure (ORCA input):
```
! wB97M-V def2-TZVPD RIJCOSX def2/J DEFGRID3
* xyz -1 1
C -3.93770 0.21575 -4.50288
C -4.22971 0.55677 -3.04477
O -3.03832 0.45610 -2.29974
C -3.23721 0.73879 -0.90359
C -2.10042 0.17153 -0.06676
Ga -1.14381 1.52815 1.12954
C -0.12194 0.54802 2.58918
C 0.20785 -0.90996 2.23286
C -0.89549 -1.83090 2.71935
O -0.77830 -3.14695 2.14307
C -2.52149 2.89576 1.77372
C -2.51562 3.40873 3.19625
C -3.07642 2.43301 4.21486
Br -0.66902 3.90414 3.78599
C 0.06700 2.33998 -0.32396
I 0.38168 4.49472 -0.31104
C 1.41718 1.65473 -0.50515
C 2.42259 1.89948 0.63098
H -4.39153 0.93218 -5.18933
H -2.85812 0.23314 -4.65886
H -4.28146 -0.78321 -4.77425
H -4.64585 1.57240 -2.95564
H -4.97627 -0.12781 -2.61533
H -3.34934 1.83146 -0.81012
H -4.20727 0.31104 -0.60702
H -1.36121 -0.24553 -0.76157
H -2.46871 -0.69389 0.49458
H 0.79488 1.08393 2.84002
H -0.71803 0.57002 3.51068
H 0.31257 -1.06059 1.15152
H 1.15541 -1.24097 2.68194
H -1.86990 -1.41860 2.44059
H -0.86282 -1.89465 3.81330
H -0.85720 -3.79850 2.83926
H -2.47663 3.74961 1.08888
H -3.50437 2.42581 1.62213
H -3.00610 4.37674 3.30330
H -2.40920 1.58345 4.36298
H -3.24708 2.90726 5.18292
H -4.02628 2.03855 3.83893
H -0.51161 2.23911 -1.24740
H 1.88505 1.92688 -1.46016
H 1.20111 0.57736 -0.56643
H 2.82776 0.96465 1.02785
H 3.26542 2.51094 0.30271
H 1.94829 2.42390 1.46234
C 2.46326 -3.79480 2.07634
N 3.38649 -3.03437 1.18974
O 2.92966 -2.46298 0.22706
O 4.56844 -3.05242 1.49154
H 1.44403 -3.68398 1.72209
H 2.80768 -4.82555 2.05759
H 2.58591 -3.38511 3.07499
C -0.10706 0.58674 -3.57064
N -0.10773 -0.30516 -4.76332
O -0.46611 -1.45582 -4.62510
O 0.26502 0.18237 -5.81472
H -0.50409 0.04142 -2.72453
H 0.92161 0.90400 -3.42462
H -0.73199 1.44124 -3.81238
C 6.15300 -3.07559 -1.34599
N 7.40817 -3.08647 -2.14616
O 7.64627 -4.06970 -2.81994
O 8.11669 -2.10357 -2.07635
H 5.64151 -4.01464 -1.51514
H 6.42372 -2.93479 -0.30527
H 5.56316 -2.22332 -1.67094
*
```

Results
ΔE to the lowest compared entry with this formula, charge and spin: 0.0 kcal per mole
HOMO: -5.17 eV


E_tot for the records above, in order: -137392.18323 -56827.50466 -333252.98008 -168554.35201 eV